(1)
{
  "formula": "BrF4NP2S",
  "method": "wB97M-V/def2-TZVPD",
  "charge": 0,
  "e_homo_ev": [-9.871, -9.872],
  "e_above_lowest_ev": 3.6955,
  "orbital_gap_ev": [5.6, 5.6],
  "max_force_ev_per_a": 5.1,
  "e_lumo_ev": [-4.31, -4.30],
  "elements": ["Br", "S", "F", "P", "F", "F", "N", "F", "P"],
  "xyz": [[-0.54013, 0.04134, 2.57019], [-0.67628, 2.74492, -0.13029], [0.56725, -3.20269, 0.39092], [0.55821, -0.88738, 0.93029], [2.00385, -0.93153, 1.59280], [-1.88495, 0.27293, -1.41885], [0.51578, -0.20164, -0.53874], [-0.02042, 1.21453, -2.43060], [-0.52331, 0.94950, -0.96572]],
  "forces_ev_per_a": [[0.2, -1.0, -0.8], [0.0, -2.4, -0.2], [-0.2, 4.1, 1.3], [1.8, -1.0, -2.8], [-1.9, -0.3, -1.3], [0.9, 0.1, 1.0], [0.4, -2.5, 4.4], [0.1, -0.4, 0.3], [-1.3, 3.5, -2.0]],
  "lowdin_charge": [0.52, 0.21, -0.42, 0.55, -0.21, -0.18, -0.31, -0.19, 0.03]
}


(2)
{
  "formula": "C4H6AlO2",
  "method": "wB97M-V/def2-TZVPD",
  "charge": 2,
  "e_homo_ev": [-19.522, -19.488],
  "e_above_lowest_ev": 0.1541,
  "orbital_gap_ev": [10.5, 5.8],
  "multiplicity": 2,
  "max_force_ev_per_a": 4.7,
  "e_lumo_ev": [-8.99, -13.69],
  "elements": ["C", "H", "O", "H", "Al", "H", "O", "C", "H", "H", "C", "H", "C"],
  "xyz": [[-0.69437, -0.75875, 0.28102], [2.33705, 0.05615, -0.65385], [-1.31241, 1.59914, 0.88249], [-1.47160, -1.16673, -0.36519], [-3.08820, 3.61311, 1.79883], [1.30639, -1.42011, 0.61820], [0.55224, 1.20923, -0.30363], [1.26718, 0.15843, -0.83553], [0.62560, -1.87038, -0.92248], [1.21709, -0.03437, -1.90717], [0.70440, -1.04840, -0.21099], [-0.89569, -1.06383, 1.30790], [-0.54766, 0.72651, 0.31041]],
  "forces_ev_per_a": [[-0.5, 0.4, 0.8], [0.1, 1.6, 0.5], [1.4, -2.2, -1.2], [-0.3, 0.6, -0.1], [-0.4, 0.5, 0.2], [0.0, 0.1, 0.1], [-3.5, 1.2, 2.3], [2.1, -3.7, -2.0], [0.1, -0.1, 0.0], [-0.6, 1.4, -0.3], [0.3, -2.9, 0.6], [-0.1, -0.3, 0.0], [1.4, 3.5, -1.1]],
  "lowdin_spin": [0.07, 0.00, 0.78, 0.00, 0.00, 0.00, 0.03, 0.01, 0.01, 0.00, 0.04, 0.00, 0.06]
}


(3)
{
  "formula": "C20H45BeClO7PSSi",
  "method": "wB97M-V/def2-TZVPD",
  "charge": -1,
  "e_homo_ev": -5.406,
  "orbital_gap_ev": 8.1,
  "max_force_ev_per_a": 0.4,
  "e_lumo_ev": 2.69,
  "elements": ["C", "C", "C", "H", "H", "H", "H", "H", "H", "H", "H", "H", "C", "C", "H", "O", "C", "H", "H", "H", "H", "H", "H", "H", "C", "O", "S", "H", "H", "H", "P", "C", "C", "C", "Be", "C", "H", "C", "O", "Si", "Cl", "O", "H", "C", "H", "C", "O", "C", "H", "C", "H", "O", "H", "H", "H", "H", "C", "H", "H", "C", "H", "H", "H", "O", "H", "H", "H", "H", "H", "C", "H", "H", "H", "C", "H", "H", "H"],
  "xyz": [[3.21805, -3.36857, 2.45166], [3.02543, -0.19387, -0.49862], [-2.99513, -1.88840, -2.36284], [-1.46400, 1.03960, -4.21951], [-2.33208, -2.44609, -0.38216], [-4.64429, 2.55418, -2.96395], [1.04805, -1.35393, -1.86914], [-2.25854, -3.68594, -3.30362], [3.06541, 3.57560, 2.62499], [-5.01996, -1.22844, -2.68303], [3.15309, 3.61004, 4.40232], [2.22362, 2.34228, -0.03479], [0.93622, -3.23282, 1.43475], [-4.28247, -1.85953, -3.18033], [4.67838, 1.47801, 4.32384], [-4.47874, 0.63017, -1.22066], [1.84159, -2.72326, 2.55299], [-0.09012, -0.00110, -1.95454], [1.57458, 3.52960, 3.57254], [2.51618, 1.48932, 5.70883], [3.64540, 0.05387, -1.36477], [0.94947, 1.46697, 4.85845], [-0.05139, -2.76991, 1.50269], [-4.08252, -1.45106, -4.17426], [-1.91554, -2.67066, -3.09144], [2.07175, -1.31754, 2.41994], [-0.85121, -0.21298, 2.81758], [-0.40111, 2.29729, -3.57014], [-1.00977, -2.71952, -2.48194], [0.66056, 2.29411, -0.84282], [-3.00720, 0.56883, -1.23314], [-2.47915, 2.54068, -3.05385], [0.96903, -0.26429, -1.92139], [-3.24213, -2.48757, -0.98212], [-1.43611, 0.93260, 1.17046], [-2.34005, 4.01268, -2.70300], [-1.67020, -2.17485, -4.03375], [4.09400, 1.17119, 3.45129], [-2.46316, -0.54574, -2.26975], [1.05974, -0.06307, 2.03297], [-1.21951, 2.85821, 1.30948], [0.76727, 0.03136, 0.40186], [1.90057, -2.66979, 4.70916], [1.62334, 0.37170, -0.70364], [2.99268, -1.28151, -0.39268], [-3.85345, 2.25509, -3.65221], [-2.25970, 1.84060, -1.80836], [-1.37985, 2.10870, -4.01678], [4.56797, 1.57215, 2.55134], [1.67562, 1.89091, -0.86235], [1.99716, 0.04417, 4.81181], [-2.32027, 0.27349, 0.10366], [2.15667, 2.15355, -1.80797], [-4.68058, -2.87183, -3.28985], [-1.43959, 4.16386, -2.10432], [-3.56003, -3.52732, -1.08568], [2.65944, 1.67783, 3.55495], [-3.97757, 1.18995, -3.85502], [3.86658, -2.98666, 3.24400], [1.99015, 1.13760, 4.81821], [3.48938, 0.22527, 0.39778], [3.67367, -3.12968, 1.48791], [3.14150, -4.45462, 2.55030], [1.95459, 1.26218, 2.38802], [0.82615, -4.31815, 1.50556], [4.09103, 0.08137, 3.38658], [-4.02047, -1.93234, -0.45573], [-1.45625, 2.66399, -4.95502], [-2.28164, 4.61681, -3.61224], [1.22879, -3.01835, 3.91881], [1.36405, -2.98606, 0.45959], [1.07292, -4.09396, 4.03933], [1.45329, 0.07908, -2.83894], [2.61421, 3.19723, 3.54469], [-3.95315, 2.81011, -4.58793], [0.27360, -2.50302, 4.02285], [-3.19423, 4.34011, -2.10689]],
  "forces_ev_per_a": [[0.0, 0.0, 0.0], [0.0, 0.0, 0.1], [-0.1, 0.0, 0.0], [0.0, 0.0, 0.0], [0.0, 0.0, 0.0], [0.0, 0.0, 0.0], [0.0, 0.0, 0.0], [0.0, 0.0, 0.0], [0.0, 0.0, 0.0], [0.0, 0.0, 0.0], [0.0, 0.0, 0.0], [0.0, 0.0, 0.0], [0.0, 0.1, 0.0], [0.0, 0.1, 0.0], [0.0, 0.0, 0.0], [-0.1, 0.0, 0.0], [0.0, 0.0, -0.1], [0.1, 0.0, 0.0], [0.1, 0.0, 0.0], [0.0, 0.0, 0.0], [0.0, 0.0, 0.0], [0.1, 0.0, 0.0], [0.0, 0.0, 0.0], [0.0, 0.0, 0.0], [0.1, 0.0, 0.0], [-0.1, 0.0, 0.1], [0.1, 0.0, 0.0], [0.0, 0.0, 0.0], [-0.1, 0.0, 0.0], [0.0, 0.0, -0.1], [0.0, -0.4, 0.2], [-0.1, -0.1, -0.1], [-0.1, 0.0, 0.0], [0.0, 0.1, 0.0], [-0.1, -0.1, 0.0], [0.0, 0.1, 0.1], [0.0, 0.0, 0.0], [0.0, 0.0, 0.0], [-0.1, -0.1, 0.0], [-0.1, -0.1, -0.2], [0.0, 0.0, -0.1], [0.2, 0.1, 0.2], [0.0, 0.0, 0.0], [0.0, 0.0, 0.0], [0.0, 0.1, 0.0], [0.0, 0.0, 0.1], [0.1, 0.2, 0.0], [0.1, -0.1, 0.1], [0.0, 0.0, 0.0], [-0.2, -0.1, 0.2], [0.0, 0.0, 0.0], [0.0, 0.3, -0.2], [0.0, 0.0, 0.0], [0.0, 0.0, 0.0], [0.0, 0.0, -0.1], [0.0, 0.0, 0.0], [-0.1, -0.1, 0.1], [0.0, 0.1, 0.0], [0.0, 0.0, 0.0], [-0.1, 0.0, -0.1], [0.0, 0.0, -0.1], [0.0, 0.0, 0.0], [0.0, 0.0, 0.0], [0.1, 0.0, -0.1], [0.0, 0.0, 0.0], [0.0, 0.0, 0.0], [0.0, 0.0, 0.0], [0.0, 0.0, 0.0], [0.0, 0.0, 0.0], [0.0, 0.1, 0.0], [0.0, 0.0, 0.0], [0.0, 0.0, 0.0], [0.0, 0.0, 0.0], [0.0, 0.1, 0.0], [0.0, 0.0, 0.0], [0.0, 0.0, 0.0], [0.0, 0.0, 0.0]],
  "lowdin_charge": [-0.04, -0.03, -0.63, 0.08, 0.09, 0.08, 0.08, 0.08, 0.08, 0.07, 0.08, 0.08, -0.04, -0.04, 0.08, -0.25, -0.66, 0.07, 0.09, 0.08, 0.09, 0.08, 0.06, 0.08, -0.03, -0.16, 0.48, 0.08, 0.08, 0.05, 0.31, -0.62, -0.02, -0.03, -0.36, -0.03, 0.09, -0.03, -0.18, -0.14, 0.15, -0.18, 0.08, -0.62, 0.07, -0.04, -0.17, -0.03, 0.08, -0.03, 0.07, -0.28, 0.08, 0.08, 0.08, 0.09, -0.65, 0.07, 0.08, -0.04, 0.08, 0.08, 0.08, -0.15, 0.09, 0.08, 0.08, 0.08, 0.08, -0.04, 0.08, 0.08, 0.09, -0.03, 0.09, 0.05, 0.09]
}